(1)
This record from OMol25 describes a molecular structure, C53H43Br2N6O2P3S2Se2Tl in a non-equilibrium geometry. The level of theory is the ωB97M-V functional and the def2-TZVPD basis.

Last column: Mulliken charge in e.
CARTESIAN COORDINATES (ANGSTROEM)
1 Tl -0.532 0.405 -1.696  0.587
2 Br -0.010 1.783 3.165  0.092
3 C 0.163 3.765 3.181  -0.474
4 Br 0.854 4.360 1.477  -0.096
5 H 0.876 4.018 3.919  0.452
6 H -0.830 4.289 3.282  0.173
7 Se -1.481 -5.686 3.436  -0.315
8 P -0.766 -3.711 3.679  0.097
9 C -1.578 -2.645 4.910  0.174
10 C -1.856 -1.317 4.685  0.193
11 C -2.896 -0.642 5.345  -0.647
12 C -3.570 -1.301 6.383  -0.702
13 C -3.125 -2.532 6.746  -0.594
14 C -2.161 -3.245 6.011  -0.405
15 C 0.951 -3.653 4.357  1.127
16 C 1.631 -4.867 4.624  -0.677
17 C 2.847 -4.845 5.269  -0.624
18 C 3.318 -3.634 5.857  -0.533
19 C 2.622 -2.497 5.659  -0.680
20 C 1.460 -2.471 4.843  -0.187
21 C -1.104 -2.821 2.155  0.245
22 C -0.491 -2.576 0.900  0.183
23 N -1.378 -1.801 0.133  0.299
24 N -2.536 -1.638 0.906  -0.729
25 N -2.358 -2.202 2.062  -0.335
26 P 0.995 -3.158 0.076  0.217
27 Se 1.293 -2.191 -1.825  -0.374
28 C 0.928 -4.946 -0.019  0.684
29 C 0.321 -5.537 -1.149  -0.622
30 C 0.594 -6.897 -1.348  -0.644
31 C 1.358 -7.627 -0.415  -0.615
32 C 1.804 -7.011 0.771  -0.749
33 C 1.602 -5.657 0.972  -0.196
34 C 2.629 -2.757 0.899  0.559
35 C 3.746 -3.458 0.447  -0.478
36 C 4.957 -3.218 1.067  -0.620
37 C 5.148 -2.117 1.908  -0.559
38 C 4.075 -1.312 2.157  -0.609
39 C 2.799 -1.615 1.715  -0.449
40 H -1.266 -0.732 4.012  0.119
41 H -3.178 0.358 5.045  0.519
42 H -4.221 -0.760 6.996  0.424
43 H -3.518 -2.975 7.638  0.406
44 H -1.861 -4.249 6.305  0.390
45 H 1.214 -5.848 4.271  0.207
46 H 3.473 -5.720 5.386  0.441
47 H 4.214 -3.561 6.498  0.386
48 H 2.860 -1.580 6.209  0.384
49 H 1.001 -1.501 4.621  0.306
50 H -0.285 -4.916 -1.783  0.606
51 H 0.315 -7.390 -2.270  0.383
52 H 1.675 -8.649 -0.662  0.375
53 H 2.348 -7.627 1.498  0.434
54 H 2.062 -5.123 1.840  0.484
55 H 3.698 -4.251 -0.276  0.536
56 H 5.797 -3.927 0.917  0.361
57 H 6.095 -1.900 2.398  0.411
58 H 4.211 -0.441 2.816  0.383
59 H 1.928 -1.089 2.122  0.487
60 O -5.036 3.768 3.856  -0.470
61 C -4.076 3.928 2.858  0.661
62 O -3.081 4.550 3.161  -0.588
63 C -4.358 3.371 1.527  0.743
64 C -5.232 2.291 1.320  -0.621
65 C -5.174 1.568 0.118  -0.429
66 C -4.336 2.014 -0.932  -0.124
67 C -3.759 3.298 -0.815  -0.234
68 C -3.707 3.924 0.401  -0.580
69 N -4.127 1.291 -2.085  -0.253
70 C -3.889 0.036 -2.171  -0.491
71 C -3.755 -0.610 -3.486  0.222
72 C -3.901 0.128 -4.692  -0.054
73 C -3.910 -0.450 -5.944  -0.660
74 C -3.775 -1.829 -5.993  -0.395
75 C -3.737 -2.557 -4.751  -0.291
76 N -3.676 -1.954 -3.562  -0.441
77 H -5.859 3.419 3.504  0.304
78 H -6.012 1.991 2.068  0.120
79 H -5.833 0.686 0.009  0.413
80 H -3.404 3.812 -1.740  0.418
81 H -3.056 4.775 0.565  0.458
82 H -3.746 -0.683 -1.351  0.653
83 H -3.905 1.227 -4.627  0.380
84 H -3.911 0.167 -6.839  0.419
85 H -3.755 -2.359 -6.944  0.408
86 H -3.573 -3.637 -4.688  0.392
87 N -0.538 -0.470 -4.917  0.002
88 C -0.550 -0.278 -3.778  -0.299
89 H -0.756 -0.765 -5.894  0.338
90 S 4.594 2.726 -4.292  -0.159
91 P 2.929 3.730 -3.838  1.074
92 S 1.364 2.920 -2.918  0.151
93 C 3.559 5.029 -2.738  0.401
94 C 3.184 5.093 -1.382  -0.220
95 C 3.433 6.275 -0.694  -0.303
96 C 4.035 7.364 -1.285  -0.584
97 C 4.567 7.205 -2.599  -0.519
98 C 4.154 6.141 -3.362  -0.471
99 C 2.088 4.358 -5.315  0.320
100 C 1.338 5.493 -5.143  -0.063
101 C 0.841 6.102 -6.304  -0.824
102 C 1.022 5.513 -7.522  -0.448
103 C 1.745 4.343 -7.681  -0.594
104 C 2.283 3.716 -6.565  -0.464
105 H 2.679 4.221 -0.922  0.109
106 H 3.004 6.386 0.309  0.278
107 H 4.285 8.216 -0.652  0.366
108 H 5.325 7.890 -2.920  0.419
109 H 4.481 5.993 -4.389  0.362
110 H 1.089 5.889 -4.165  0.468
111 H 0.221 6.978 -6.288  0.390
112 H 0.687 5.944 -8.392  0.509
113 H 1.817 3.926 -8.694  0.376
114 H 2.841 2.744 -6.554  0.213

Results
Net charge   +1
HOMO level (spin up / spin down)   -8.78 / -8.86 eV
LUMO energy (spin up / spin down)   -7.3051 / -6.6437 eV

=====

(2)
This record from OMol25 describes a molecular structure, C68H49FGeN2O4P3S2Tl in a non-equilibrium geometry. The level of theory is the ωB97M-V functional and the def2-TZVPD basis.

Last column: Mulliken charge in e.
CARTESIAN COORDINATES (ANGSTROEM)
1 Tl -0.449 1.063 -0.255  1.836
2 F -1.645 -4.814 0.916  -0.490
3 Ge -0.969 -3.311 0.220  1.190
4 C -2.251 -2.214 1.249  -0.328
5 C -3.541 -2.614 0.888  -0.492
6 C -4.661 -2.195 1.582  -0.618
7 C -4.517 -1.396 2.704  -1.129
8 C -3.252 -0.994 3.088  -0.473
9 C -2.124 -1.366 2.354  0.505
10 P -0.519 -0.654 2.799  2.855
11 C 0.103 -1.524 4.277  0.601
12 C 0.127 -0.938 5.540  -0.766
13 C 0.663 -1.624 6.621  -0.824
14 C 1.164 -2.905 6.454  -0.648
15 C 1.131 -3.503 5.200  -0.903
16 C 0.614 -2.813 4.117  -0.361
17 C -0.864 0.957 3.388  -0.920
18 C 0.285 1.884 3.757  1.993
19 C 0.161 2.628 5.051  -1.158
20 C -2.057 3.428 4.811  -0.857
21 C -2.658 2.554 4.024  -0.826
22 C -1.928 1.882 2.888  1.127
23 C -1.571 -3.576 -1.648  -0.119
24 C -1.971 -4.904 -1.856  -0.587
25 C -2.435 -5.348 -3.081  -0.978
26 C -2.504 -4.469 -4.147  -1.046
27 C -2.107 -3.158 -3.964  -0.049
28 C -1.649 -2.684 -2.730  -0.082
29 P -1.098 -0.923 -2.639  0.966
30 C -2.707 0.046 -2.930  2.503
31 C -3.519 -0.198 -1.592  1.977
32 C -4.999 -0.339 -1.791  -0.675
33 C -5.573 -0.558 -2.971  -1.119
34 C -4.765 -0.635 -4.182  -0.692
35 C -3.460 -0.368 -4.171  -1.011
36 C -0.149 -0.868 -4.209  0.325
37 C -0.204 0.169 -5.137  -0.492
38 C 0.576 0.131 -6.288  -0.795
39 C 1.426 -0.935 -6.526  -0.769
40 C 1.505 -1.963 -5.597  -0.787
41 C 0.731 -1.927 -4.452  -0.765
42 C 0.923 -3.753 0.620  -0.408
43 C 1.106 -5.064 1.077  -0.267
44 C 2.369 -5.559 1.362  -0.963
45 C 3.488 -4.755 1.203  -0.866
46 C 3.323 -3.459 0.745  -0.424
47 C 2.058 -2.960 0.433  -0.647
48 P 1.841 -1.240 -0.112  3.068
49 C 2.982 -0.348 1.009  0.436
50 C 3.870 0.636 0.574  -0.847
51 C 4.620 1.367 1.487  -0.781
52 C 4.515 1.118 2.846  -0.792
53 C 3.671 0.108 3.288  -0.568
54 C 2.909 -0.612 2.380  -0.531
55 C 2.703 -1.098 -1.717  0.416
56 C 3.576 -2.050 -2.237  -0.779
57 C 4.245 -1.814 -3.431  -0.780
58 C 4.050 -0.625 -4.119  -0.896
59 C 3.162 0.318 -3.625  -0.631
60 C 2.486 0.077 -2.440  -0.183
61 H -3.683 -3.275 0.039  0.321
62 H -5.643 -2.511 1.254  0.448
63 H -5.384 -1.087 3.273  0.434
64 H -3.130 -0.378 3.971  0.703
65 H -0.290 0.051 5.684  0.373
66 H 0.680 -1.159 7.599  0.451
67 H 1.577 -3.440 7.299  0.418
68 H 1.519 -4.504 5.060  0.498
69 H 0.620 -3.281 3.143  0.589
70 H 1.280 1.494 3.548  -0.790
71 H 0.963 2.956 5.698  0.464
72 H -2.465 4.003 5.628  0.574
73 H -3.702 2.329 4.198  0.536
74 H -2.603 1.478 2.135  -0.170
75 H -1.925 -5.609 -1.037  0.562
76 H -2.735 -6.382 -3.198  0.428
77 H -2.855 -4.797 -5.117  0.466
78 H -2.131 -2.487 -4.809  0.393
79 H -3.182 -1.168 -1.210  -1.407
80 H -5.593 -0.278 -0.887  0.485
81 H -6.646 -0.674 -3.048  0.411
82 H -5.248 -0.886 -5.119  0.475
83 H -2.899 -0.377 -5.098  0.602
84 H -0.853 1.016 -4.989  0.430
85 H 0.505 0.943 -7.001  0.451
86 H 2.027 -0.964 -7.426  0.423
87 H 2.174 -2.799 -5.760  0.423
88 H 0.804 -2.743 -3.743  0.388
89 H 0.247 -5.701 1.234  0.547
90 H 2.473 -6.576 1.720  0.448
91 H 4.476 -5.129 1.440  0.442
92 H 4.183 -2.806 0.649  0.602
93 H 3.974 0.850 -0.479  0.423
94 H 5.289 2.140 1.131  0.471
95 H 5.101 1.695 3.550  0.418
96 H 3.609 -0.132 4.344  0.484
97 H 2.283 -1.423 2.741  0.451
98 H 3.741 -2.985 -1.714  0.372
99 H 4.924 -2.562 -3.819  0.402
100 H 4.574 -0.443 -5.049  0.383
101 H 2.978 1.236 -4.169  0.527
102 H 1.788 0.820 -2.070  0.027
103 S -3.222 1.027 -0.272  -0.615
104 C -2.359 1.511 -3.064  -1.235
105 N -1.265 2.055 -2.638  0.997
106 C -1.295 3.431 -2.778  -0.668
107 C -0.293 4.303 -2.351  -0.651
108 C -0.476 5.657 -2.538  -0.737
109 C -1.637 6.147 -3.149  -0.542
110 C -2.636 5.295 -3.573  -0.811
111 C -2.458 3.928 -3.374  1.023
112 S -3.518 2.609 -3.751  -0.484
113 H 0.594 3.916 -1.867  0.367
114 H 0.282 6.352 -2.201  0.464
115 H -1.756 7.214 -3.282  0.405
116 H -3.536 5.680 -4.035  0.413
117 O 4.201 7.397 3.295  -0.709
118 C 3.013 7.141 3.546  0.337
119 O 2.226 7.583 4.401  -0.704
120 C 2.433 5.963 2.717  -0.125
121 C 2.945 5.601 1.483  -1.010
122 C 2.402 4.518 0.809  -0.284
123 N 1.419 3.769 1.301  0.380
124 C 0.934 4.141 2.487  -1.413
125 C 1.372 5.216 3.226  -0.768
126 C -0.087 3.161 2.947  1.176
127 O -0.681 3.709 4.626  -0.272
128 O -1.161 3.006 2.251  -0.425
129 H 3.783 6.160 1.086  0.507
130 H 2.783 4.217 -0.163  0.545
131 H 0.935 5.526 4.166  0.785

Results
HOMO level (spin up / spin down)   -7.35 / -7.35 eV
LUMO energy (spin up / spin down)   -1.6186 / -1.7969 eV

=====

(3)
This record from OMol25 describes a molecular structure, C3H4LuO4 in a non-equilibrium geometry. The level of theory is the ωB97M-V functional and the def2-TZVPD basis.

Last column: natural (NBO) charge in e.
CARTESIAN COORDINATES (ANGSTROEM)
1 C 0.702 0.379 0.610  0.981
2 O 1.850 0.325 1.045  -0.899
3 O 0.382 0.858 -0.570  -0.345
4 C -1.008 0.822 -0.650  0.076
5 O -0.394 0.556 1.432  -0.332
6 C -1.455 0.862 0.621  0.143
7 Lu 4.053 0.822 0.932  2.742
8 H -2.453 0.820 1.046  0.306
9 H -1.450 1.132 -1.590  0.302
10 O 0.200 -2.167 -1.227  -0.936
11 H 0.270 -2.712 -0.437  0.486
12 H -0.696 -1.698 -1.211  0.476

Results
Net charge   +3
HOMO level   -20.73 eV
LUMO energy   -17.5153 eV